A structure of composition C33H44ClN6O2SSi3Ti, computed with ωB97M-V with the def2-TZVPD basis set.

Computed properties:
- 2S+1 = 2
- frontier orbital gap (alpha / beta) (eV) = 6.32 / 6.40
- electronic energy (eV) = -118082.5859
- total charge = 0
- ΔE to the lowest compared entry with this formula, charge and spin (kJ/mol) = 83.8
- strongest force on any atom (hartree/bohr) = 0.048

Positions of all 91 atoms, in Å:
Ti: -0.03436 -0.44329 -0.01706
N: 4.18826 -1.81541 -1.64425
C: 3.28968 -1.14179 -0.85852
S: 3.09054 0.53410 -1.07384
N: 2.71056 -1.97251 0.00341
N: 1.63567 -1.51978 0.66103
C: 1.50654 -2.04224 1.83873
C: 0.46944 -1.51798 2.71703
C: 0.50437 -1.72910 4.09080
C: -0.32972 -0.99076 4.90597
C: -1.20122 -0.07577 4.33085
C: -1.22167 0.02660 2.95630
N: -0.40482 -0.67409 2.16298
H: 4.86122 -1.24540 -2.12331
H: 4.46947 -2.73164 -1.33560
H: 2.25895 -2.73171 2.19440
H: 1.21512 -2.43992 4.49555
H: -0.30109 -1.12048 5.98158
H: -1.87226 0.52745 4.92879
H: -1.89927 0.70476 2.45575
Cl: 1.21691 0.78805 -7.21590
C: 1.06700 0.32149 -5.54104
C: 1.69282 -0.84620 -5.08402
C: 1.56371 -1.24755 -3.77625
C: 0.77317 -0.50249 -2.89652
O: 0.51156 -0.92992 -1.67856
C: 0.25600 0.71810 -3.32871
C: -0.17763 1.69204 -2.36721
N: -0.09410 1.55010 -1.10059
C: -0.13437 2.73999 -0.30069
C: -0.66362 3.94355 -0.65557
C: -0.56561 5.06948 0.19774
C: 0.09536 4.98483 1.38371
C: 0.66824 3.75184 1.77358
C: 1.43044 3.59802 2.95426
C: 1.99902 2.39686 3.22806
C: 1.75536 1.31393 2.35424
N: 1.02033 1.39925 1.28699
C: 0.51510 2.62194 0.95101
C: 0.37915 1.11527 -4.66555
H: 2.28893 -1.42976 -5.77485
H: 2.06100 -2.13657 -3.40897
H: -0.43091 2.66548 -2.78771
H: -1.18889 4.05900 -1.59582
H: -1.00602 6.00858 -0.11399
H: 0.20278 5.84910 2.02853
H: 1.56906 4.44837 3.61173
H: 2.61450 2.24568 4.10488
H: 2.19470 0.34513 2.55927
H: -0.03768 2.06207 -4.99454
C: -3.02471 1.63411 0.26808
O: -2.28372 0.42046 0.14272
Si: -3.11910 -1.04756 -0.17342
C: -4.35723 -1.17380 1.22047
C: -4.18983 -0.71716 -1.66011
C: -1.71960 -2.19868 -0.22955
Si: -1.98372 -3.62858 0.97480
C: -2.33331 -3.25815 2.79762
C: -0.50969 -4.79387 0.96559
C: -3.48108 -4.73156 0.64046
Si: -1.42194 -3.00591 -1.90058
C: -2.46916 -4.49514 -2.40810
C: -1.84948 -1.86918 -3.34284
C: 0.29357 -3.73720 -2.07945
H: -3.96421 1.45663 0.79713
H: -3.25608 2.05694 -0.71349
H: -2.44716 2.36397 0.83184
H: -5.10103 -0.37623 1.12716
H: -3.90664 -1.11260 2.21578
H: -4.90280 -2.11998 1.16918
H: -5.09812 -0.19632 -1.34046
H: -4.49314 -1.65415 -2.14175
H: -3.69039 -0.10980 -2.41945
H: -2.47254 -2.21324 3.05634
H: -1.53660 -3.65745 3.43286
H: -3.25972 -3.77713 3.06642
H: 0.43636 -4.28379 0.75770
H: -0.63542 -5.57060 0.20200
H: -0.42970 -5.29590 1.93840
H: -4.41248 -4.15838 0.67056
H: -3.53680 -5.47229 1.45078
H: -3.46304 -5.27428 -0.29893
H: -3.55205 -4.31858 -2.36157
H: -2.23811 -5.41386 -1.86148
H: -2.20696 -4.67099 -3.46162
H: -2.84123 -2.14502 -3.71342
H: -1.13889 -2.00396 -4.16919
H: -1.86620 -0.80814 -3.09658
H: 0.25958 -4.78928 -1.78437
H: 1.06942 -3.23422 -1.49970
H: 0.58319 -3.70846 -3.13873

Löwdin population analysis, charges in e, atoms 1 to 8: 0.96 0.06 -0.91 0.62 -0.01 -0.10 -0.09 -0.29